[1]
Molecular formula: H2N4O2
Method: DFT, the ωB97M-V functional and the def2-TZVPD basis

Geometry as ORCA input:
```
! wB97M-V def2-TZVPD RIJCOSX def2/J DEFGRID3
* xyz 0 1
N -1.56499 0.71660 0.25297
N -0.70860 -0.12876 -0.23904
N 0.60441 0.14547 0.14244
N 1.58056 -0.77770 -0.21635
O 2.13922 -0.55389 -1.23560
O 1.82426 -1.66693 0.52860
H -1.42927 1.44527 0.94061
H -2.44559 0.81995 -0.17362
*
```

The value obtained for the energy above the lowest of the compared OMol25 structures with the same formula, charge and spin is 79.2 kcal per mole. Its largest force on an atom is 6.74 eV/A. Its orbital gap is 9.82 eV. As for the LUMO energy: -0.264 eV. As for the total energy: -10081.762 eV.

Atom charges from the natural (NBO) analysis, given in e for atoms 1 to 6: number 1, N, carries -0.537; number 2, N, carries 0.070; number 3, N, carries -0.217; number 4, N, carries 0.612; number 5, O, carries -0.352; number 6, O, carries -0.352


[2]
Molecular formula: H2N4O3
Method: DFT, the ωB97M-V functional and the def2-TZVPD basis

Geometry as ORCA input:
```
! wB97M-V def2-TZVPD RIJCOSX def2/J DEFGRID3
* xyz 0 1
N -0.08931 -0.03973 0.03561
N 0.48138 -1.32879 -0.01171
N 1.45300 -1.71202 0.68540
O 1.98834 -0.85929 1.39154
N -0.55540 -2.62255 -0.63537
O -0.08660 -3.64280 -0.64215
O -1.59397 -2.11289 -0.84530
H 0.18272 0.30480 -0.86517
H 0.23903 0.39642 0.88021
*
```

The value obtained for the energy above the lowest of the compared OMol25 structures with the same formula, charge and spin is 56.6 kcal per mole. Its largest force on an atom is 6.48 eV/A. Its orbital gap is 9.42 eV. As for the LUMO energy: -0.209 eV. As for the total energy: -12127.574 eV.

Atom charges from the natural (NBO) analysis, given in e for atoms 1 to 6: number 1, N, carries -0.657; number 2, N, carries -0.087; number 3, N, carries 0.196; number 4, O, carries -0.454; number 5, N, carries 0.696; number 6, O, carries -0.208


[3]
Molecular formula: H2N4O3
Method: DFT, the ωB97M-V functional and the def2-TZVPD basis

Geometry as ORCA input:
```
! wB97M-V def2-TZVPD RIJCOSX def2/J DEFGRID3
* xyz 0 1
N 0.14898 -0.28393 0.05645
N -0.92961 -0.62002 0.84898
N -0.98854 -0.63976 2.14433
O 0.04605 -0.35522 2.73595
N -2.26338 -0.79039 0.02471
O -3.15883 -1.20523 0.66164
O -2.13334 -0.49160 -1.11116
H 0.65945 0.50975 0.43857
H -0.16608 -0.11574 -0.89837
*
```

The value obtained for the energy above the lowest of the compared OMol25 structures with the same formula, charge and spin is 44.1 kcal per mole. Its largest force on an atom is 2.96 eV/A. Its orbital gap is 9.26 eV. As for the LUMO energy: -0.703 eV. As for the total energy: -12128.112 eV.

Atom charges from the natural (NBO) analysis, given in e for atoms 1 to 6: number 1, N, carries -0.663; number 2, N, carries -0.021; number 3, N, carries 0.221; number 4, O, carries -0.395; number 5, N, carries 0.665; number 6, O, carries -0.267


[4]
Molecular formula: H2N4O5
Method: DFT, the ωB97M-V functional and the def2-TZVPD basis

Geometry as ORCA input:
```
! wB97M-V def2-TZVPD RIJCOSX def2/J DEFGRID3
* xyz 0 1
O -0.23710 -0.72994 1.56859
N 0.40233 -0.71064 0.58900
N 1.58953 -0.96087 0.42586
O 1.99532 -1.01497 -0.90044
O -0.30264 -0.43204 -0.66034
N -1.56206 0.19652 -0.34342
O -2.54743 -0.38811 -0.61812
N -1.46380 1.34684 0.20646
O -0.16531 1.74802 0.46504
H 2.55515 -1.72251 -1.15881
H -0.26401 2.66770 0.42620
*
```

The value obtained for the energy above the lowest of the compared OMol25 structures with the same formula, charge and spin is 14.6 kcal per mole. Its largest force on an atom is 3.67 eV/A. Its orbital gap is 10.28 eV. As for the LUMO energy: 0.127 eV. As for the total energy: -16218.750 eV.

Atom charges from the natural (NBO) analysis, given in e for atoms 1 to 6: number 1, O, carries -0.348; number 2, N, carries 0.529; number 3, N, carries 0.024; number 4, O, carries -0.559; number 5, O, carries -0.284; number 6, N, carries 0.505


[5]
Molecular formula: H2N4O6S3
Method: DFT, the ωB97M-V functional and the def2-TZVPD basis

Geometry as ORCA input:
```
! wB97M-V def2-TZVPD RIJCOSX def2/J DEFGRID3
* xyz 0 3
N -0.75592 -0.09650 3.07480
N 0.75880 -0.26513 -0.55673
N 0.34171 -0.19155 3.37920
N 1.24402 -0.29993 -1.82069
O 1.51703 -0.44711 3.37996
O 2.03252 0.50435 -2.18668
O -0.42694 -1.70541 1.02143
O 0.76398 -1.09381 -2.54383
O -1.64218 -1.41928 -1.05071
O -1.45424 0.43815 0.42328
S -2.28471 0.11852 3.06316
S 1.72305 0.13277 0.75284
S -0.77134 -0.74794 0.09114
H -2.20063 -0.89757 -1.53419
H 1.60019 1.46244 0.69442
*
```

The value obtained for the energy above the lowest of the compared OMol25 structures with the same formula, charge and spin is 0.0 kcal per mole. Its largest force on an atom is 7.38 eV/A. Its orbital gap (spin up / spin down) is 6.48 / 6.54 eV. As for the LUMO energy (spin up / spin down): -0.006 / -2.647 eV. As for the total energy: -50770.629 eV.

Atom charges from the natural (NBO) analysis, given in e for atoms 1 to 6: number 1, N, carries -0.416; number 2, N, carries -0.714; number 3, N, carries 0.321; number 4, N, carries 0.643; number 5, O, carries -0.308; number 6, O, carries -0.355


[6]
Molecular formula: H2NO2P
Method: DFT, the ωB97M-V functional and the def2-TZVPD basis

Geometry as ORCA input:
```
! wB97M-V def2-TZVPD RIJCOSX def2/J DEFGRID3
* xyz 0 1
N -0.18838 -1.01689 -0.60511
O 0.27731 0.10366 0.17747
P -0.60045 1.48404 0.36280
O 0.13131 2.09011 1.51478
H 0.06302 -1.79447 0.02861
H 0.31718 -0.86644 -1.47854
*
```

The value obtained for the energy above the lowest of the compared OMol25 structures with the same formula, charge and spin is 37.1 kcal per mole. Its largest force on an atom is 2.35 eV/A. Its orbital gap is 9.89 eV. As for the LUMO energy: -0.274 eV. As for the total energy: -14905.156 eV.

Electronic structure analysis, natural (NBO) charges in units of e: number 1, N, carries -0.538; number 2, O, carries -0.712; number 3, P, carries 1.505; number 4, O, carries -0.989; number 5, H, carries 0.372; number 6, H, carries 0.361